a | This record from OMol25 describes a cluster of 2 separate species, CH7IN3 in total. The level of theory is wB97M-V/def2-TZVPD.

Each line ends with the Löwdin charge.
Positions of all 12 atoms, in Å:
C 0.68 -0.21 -0.22  -0.52
N -0.06 2.37 -0.50  0.01
N 0.18 -1.39 -0.22  -0.14
N 0.81 -2.55 -0.04  0.07
I 2.75 -0.04 0.20  0.93
H 0.25 0.92 -0.24  -0.01
H 0.55 3.09 -0.84  0.05
H -0.86 2.59 -1.07  0.06
H -0.77 -1.37 -0.59  0.19
H -0.30 2.50 0.57  0.14
H 0.27 -3.36 -0.30  0.13
H 1.59 -2.72 0.58  0.09

Spin multiplicity ... 1
Charge ... +1

b | This record from OMol25 describes a cluster of 2 separate species, CH7IN3 in total. The level of theory is wB97M-V/def2-TZVPD.

Each line ends with the Löwdin charge.
Positions of all 12 atoms, in Å:
C 0.35 -0.44 -0.06  -0.65
N 1.18 0.17 0.78  0.16
N 0.61 -0.42 -1.37  0.22
N -0.62 -1.22 0.40  0.15
I -1.67 1.77 0.71  0.65
H 0.96 0.21 1.77  0.12
H 1.93 0.74 0.46  0.14
H 0.07 -0.98 -2.01  0.14
H 1.43 0.03 -1.73  0.14
H -0.88 -1.20 1.38  0.12
H -1.26 -1.68 -0.22  0.14
H -2.10 3.03 -0.12  -0.32

Spin multiplicity ... 1
Charge ... +1

Stability, highest: b

a | This record from OMol25 describes a structure of composition C3H4N2S2. The level of theory is wB97M-V/def2-TZVPD.

Each line ends with the Löwdin charge.
Positions of all 11 atoms, in Å:
C 0.75 0.40 -0.05  -0.92
C -0.65 0.17 0.26  -0.76
C -1.55 1.09 0.33  -0.47
H 1.59 -1.06 1.16  0.13
H 2.58 -0.47 -0.03  0.08
H -0.76 -0.85 0.95  0.17
H -0.72 -1.83 -0.98  -0.04
N 1.70 -0.41 0.37  0.12
N -2.55 1.76 0.29  0.20
S 0.93 1.73 -1.05  0.66
S -1.32 -0.52 -1.25  0.81

Spin multiplicity ... 1

b | This record from OMol25 describes a structure of composition C3H4N2S2. The level of theory is wB97M-V/def2-TZVPD.

Each line ends with the Löwdin charge.
Positions of all 11 atoms, in Å:
C 2.03 -0.32 0.25  -0.75
C -0.15 0.89 -0.12  -0.19
C -2.29 0.49 0.09  -0.77
H 1.42 -1.34 0.94  0.18
H 1.56 1.76 0.04  0.12
H -0.53 1.96 -0.13  0.14
H -2.51 1.50 -0.08  0.02
N 1.21 0.82 0.13  -0.04
N -1.03 -0.04 0.08  -0.02
S 3.59 -0.41 -0.15  0.65
S -3.51 -0.57 -0.08  0.66

Spin multiplicity ... 1

c | This record from OMol25 describes an isolated molecule of C3H4N2S2. The level of theory is wB97M-V/def2-TZVPD.

Each line ends with the Löwdin charge.
Positions of all 11 atoms, in Å:
C 0.09 0.64 -1.14  -0.12
C 0.57 -0.61 -1.34  -0.08
C -0.09 -0.47 0.84  -0.90
H -1.05 1.48 2.14  -0.18
H 0.03 1.49 -1.80  0.11
H 0.95 -1.06 -2.22  0.10
H 0.71 -2.22 0.07  0.15
N -0.29 0.72 0.19  -0.47
N 0.45 -1.27 -0.12  0.05
S -0.96 2.13 0.94  0.79
S -0.40 -0.83 2.44  0.55

SMILES ... S=c1[nH]ccn1S
Spin multiplicity ... 1

d | This record from OMol25 describes an isolated molecule of C3H4N2S2. The level of theory is wB97M-V/def2-TZVPD.

Each line ends with the Löwdin charge.
Positions of all 11 atoms, in Å:
C -0.62 0.53 0.01  -0.96
C 0.16 -0.71 0.04  -0.79
C -0.47 -1.97 -0.04  -0.30
H 0.54 1.40 1.43  0.14
H -0.62 2.39 0.57  0.09
H 0.82 -0.82 0.97  0.13
H 1.83 0.66 -1.12  -0.08
N 0.06 1.62 0.51  0.04
N -0.90 -3.05 -0.36  0.19
S -2.09 0.57 -0.72  0.72
S 1.29 -0.61 -1.29  0.82

SMILES ... N#C[C@@H](S)C(N)=S
Spin multiplicity ... 1

Stability, highest: c